1.
{
  "formula": "C7H9N",
  "method": "ωB97M-V/def2-TZVPD",
  "spin_multiplicity": 1,
  "de_lowest_ev": 7.5934,
  "total_charge": 0,
  "gap_ev": 10.060,
  "largest_force_ha_per_bohr": 0.259,
  "e_homo_ev": -9.7,
  "lumo_ev": 0.4,
  "species": ["C", "C", "C", "C", "C", "C", "C", "H", "H", "H", "H", "H", "H", "H", "H", "H", "N"],
  "xyz": [[0.839, -0.845, 1.422], [-0.053, -0.434, 0.284], [0.607, -0.079, -1.075], [1.989, 0.165, -1.251], [-0.888, 0.953, 0.394], [-2.147, 1.142, 0.017], [-1.203, -1.309, -0.068], [1.283, 0.273, 1.819], [2.092, -1.495, 1.330], [0.432, -1.465, 2.381], [-0.307, 0.025, -1.825], [2.653, -0.176, -0.392], [2.516, 0.513, -2.138], [-0.643, 1.865, 0.925], [-2.785, 0.478, -0.645], [-2.340, 2.277, -0.227], [-2.045, -1.890, -0.950]]
}


2.
{
  "formula": "C12H42O9",
  "method": "ωB97M-V/def2-TZVPD",
  "spin_multiplicity": 2,
  "de_lowest_ev": 0.0000,
  "total_charge": 1,
  "gap_ev": [9.768, 3.657],
  "largest_force_ha_per_bohr": 0.057,
  "s_squared": 0.756,
  "e_homo_ev": [-12.2, -12.2],
  "lumo_ev": [-2.4, -8.6],
  "species": ["C", "C", "O", "H", "H", "H", "H", "H", "H", "C", "C", "O", "H", "H", "H", "H", "H", "H", "C", "C", "O", "H", "H", "H", "H", "H", "H", "C", "C", "O", "H", "H", "H", "H", "H", "H", "C", "C", "O", "H", "H", "H", "H", "H", "H", "C", "C", "O", "H", "H", "H", "H", "H", "H", "O", "H", "H", "O", "H", "H", "O", "H", "H"],
  "xyz": [[-2.490, 4.006, -2.080], [-2.848, 2.578, -2.505], [-2.433, 1.656, -1.502], [-2.914, 4.664, -2.838], [-1.417, 4.187, -2.009], [-3.000, 4.363, -1.185], [-2.325, 2.395, -3.444], [-3.928, 2.479, -2.621], [-2.916, 0.827, -1.516], [-3.104, -0.737, 3.079], [-1.908, 0.182, 3.430], [-0.696, -0.515, 3.137], [-3.376, -0.785, 2.024], [-3.931, -0.307, 3.642], [-2.934, -1.724, 3.511], [-1.949, 0.369, 4.504], [-1.962, 1.106, 2.855], [-0.704, -0.530, 2.178], [2.035, 2.301, 4.003], [1.673, 2.138, 2.530], [0.988, 3.251, 2.005], [1.097, 2.546, 4.501], [2.806, 3.022, 4.275], [2.408, 1.370, 4.430], [1.142, 1.222, 2.269], [2.595, 1.987, 1.968], [0.816, 3.068, 1.078], [0.722, -1.429, -3.291], [0.204, -1.144, -4.706], [0.310, 0.233, -5.049], [0.056, -0.891, -2.617], [1.699, -0.975, -3.126], [0.764, -2.498, -3.085], [-0.839, -1.460, -4.753], [0.845, -1.673, -5.411], [-0.165, 0.428, -5.860], [-0.351, -3.920, 1.706], [0.738, -3.616, 0.684], [0.821, -4.574, -0.327], [-0.531, -3.131, 2.436], [-0.277, -4.921, 2.131], [-1.331, -3.961, 1.230], [1.658, -3.777, 1.247], [0.825, -2.564, 0.413], [1.746, -4.717, -0.537], [4.497, 0.203, -0.070], [3.117, -0.206, -0.489], [2.293, -0.621, 0.595], [4.977, -0.588, 0.507], [4.436, 1.042, 0.622], [5.071, 0.554, -0.927], [3.092, -0.896, -1.332], [2.502, 0.633, -0.812], [1.377, -0.345, 0.526], [-2.354, -1.803, -0.832], [-2.139, -2.726, -0.970], [-2.928, -1.579, -1.565], [0.115, 2.278, -0.315], [0.817, 2.311, -0.965], [-0.685, 2.173, -0.831], [-0.423, -0.303, 0.364], [-0.941, -1.026, 0.009], [-0.445, 0.366, -0.321]]
}